a) The following is a DFT calculation (ωB97M-V/def2-TZVPD) of a molecular structure, C4H6NO2.

Element x y z (Å)
C 0.935 0.579 0.182
C 0.033 0.006 1.054
C 2.302 1.061 0.061
C -0.776 -0.435 -0.160
N 0.168 0.263 -1.114
O 2.892 1.184 -1.004
O -0.031 -0.240 2.318
H 2.788 1.286 1.054
H -0.687 -1.623 -0.238
H -1.840 -0.137 -0.058
H -0.306 0.957 -1.668
H 0.572 -0.333 -1.813
H -0.931 -0.483 2.756

Molecular weight (g mol⁻¹): 100.10
HOMO level (eV): -14.4
Net charge: +1
Gap between HOMO and LUMO (eV): 10.04

b) The following is a DFT calculation (ωB97M-V/def2-TZVPD) of a gas-phase ion, C4H6NO2 (charge +1).

Element x y z (Å)
C 0.057 1.284 -0.980
C 0.860 -0.762 0.598
C -0.733 0.121 -1.302
C 0.543 -0.160 -0.678
N -0.245 -0.293 1.635
O 0.436 2.377 -1.137
O 1.607 -1.518 1.089
H -1.688 -0.029 -0.901
H -0.848 -0.219 -2.405
H 1.301 -0.149 -1.391
H -0.919 -1.082 1.746
H -0.702 0.571 1.218
H 0.332 -0.142 2.507

Molecular weight (g mol⁻¹): 100.10
Structure (SMILES): [NH3+]C(=O)[C@H]1CC1=O
HOMO level (eV): -14.2
Net charge: +1
Gap between HOMO and LUMO (eV): 9.66

c) The following is a DFT calculation (ωB97M-V/def2-TZVPD) of 2 unconnected molecules or ions with the total composition C4H6NO2.

Element x y z (Å)
C -0.162 -0.676 -0.485
C -0.036 0.500 0.293
C -0.164 -2.115 -0.522
C -0.498 1.516 1.169
N 1.949 1.207 -0.305
O -0.304 0.350 -1.271
O 1.825 1.269 -1.409
H -0.074 -2.663 -1.576
H -1.139 -2.252 -0.227
H 0.611 -2.621 0.111
H -1.226 2.322 0.671
H -1.104 1.038 1.993
H 0.322 2.125 1.558

Molecular weight (g mol⁻¹): 100.10
HOMO level (alpha / beta) (eV): -13.8 / -13.8
Net charge: +1
Gap between HOMO and LUMO (alpha / beta) (eV): 8.23 / 8.11

The structure with the most favorable energy is a); the runner-up is 12.9 kcal/mol above it.

a) The following is a DFT calculation (ωB97M-V/def2-TZVPD) of a molecular structure, C6H8O2.

Element x y z (Å)
C -0.201 -0.743 -0.634
C -1.175 -0.459 0.613
C -1.225 0.890 0.002
C 0.225 0.692 -0.278
C 0.781 0.463 1.086
C -0.196 -0.215 1.669
H 0.465 -2.579 -0.917
H -0.720 -0.721 -1.505
H -1.817 -1.236 0.924
H -1.747 1.020 -0.955
H -1.614 1.621 0.670
H 1.178 0.729 -1.926
H 1.772 0.615 1.389
H -0.357 -0.410 2.713
O 0.743 -1.727 -0.663
O 0.955 1.377 -1.229

Molecular weight (g mol⁻¹): 112.13
HOMO level (eV): -8.6
Net charge: 0
Gap between HOMO and LUMO (eV): 9.31

b) The following is a DFT calculation (ωB97M-V/def2-TZVPD) of a single C6H8O2 molecule.

Element x y z (Å)
C 0.982 -0.115 -0.141
C 1.541 -1.223 0.731
C -0.542 0.373 0.660
C -0.661 1.303 -0.395
C -1.601 -0.822 0.357
C -0.919 1.990 -1.458
O -0.415 0.597 1.900
O -1.563 -1.614 -0.535
H -2.316 -0.841 1.197
H 0.803 -0.468 -1.155
H 1.653 0.744 -0.122
H -0.113 2.359 -2.091
H -1.940 2.210 -1.761
H 1.590 -0.906 1.771
H 0.947 -2.134 0.658
H 2.554 -1.453 0.385

Molecular weight (g mol⁻¹): 112.13
HOMO level (eV): -8.7
Net charge: 0
Gap between HOMO and LUMO (eV): 7.76

The structure with the most favorable energy is a); the runner-up is 41.2 kcal/mol above it.

a) The following is a DFT calculation (ωB97M-V/def2-TZVPD) of 2 unconnected molecules or ions with the total composition C6H8O2.

Element x y z (Å)
C -0.274 1.884 0.785
C -0.298 1.709 -0.579
C -0.471 0.439 -1.143
C -0.616 -0.622 -0.269
O -0.627 -1.934 -0.684
C -0.643 -0.461 1.114
C -0.430 0.790 1.651
H -0.129 2.887 1.171
H -0.167 2.535 -1.266
H -0.369 0.241 -2.204
H -0.926 -1.999 -1.587
H -0.688 -1.343 1.739
H -0.199 1.025 2.682
H 2.140 -0.280 -0.832
H 1.854 -1.466 0.095
O 2.508 -1.108 -0.510

Molecular weight (g mol⁻¹): 112.13
Structure (SMILES): Oc1ccccc1.O
HOMO level (eV): -9.0
Net charge: 0
Gap between HOMO and LUMO (eV): 9.82

b) The following is a DFT calculation (ωB97M-V/def2-TZVPD) of 2 unconnected molecules or ions with the total composition C6H8O2.

Element x y z (Å)
C -1.703 -0.011 0.594
C -0.313 0.611 0.452
C 0.839 1.478 -0.328
C 1.853 -0.706 0.052
C 0.801 -1.410 0.003
C -0.448 -0.819 -0.202
H -2.388 -1.075 -1.224
H -2.039 -0.274 1.391
H 0.103 0.429 1.400
H 0.865 2.459 0.201
H 0.453 1.631 -1.464
H 2.981 -1.026 0.085
H 1.316 -2.543 -0.289
H -0.661 -0.459 -1.190
O -2.801 0.148 -0.305
O 1.950 0.602 0.014

Molecular weight (g mol⁻¹): 112.13
HOMO level (eV): -8.7
Net charge: 0
Gap between HOMO and LUMO (eV): 7.82

c) The following is a DFT calculation (ωB97M-V/def2-TZVPD) of a molecular structure, C6H8O2.

Element x y z (Å)
C -1.850 -0.275 -0.336
C -0.001 -1.013 0.189
C 1.817 -0.239 -0.339
C 0.815 0.911 0.019
C -0.873 0.911 0.047
C -0.025 0.268 1.054
H -2.868 0.019 -0.009
H -1.831 -0.459 -1.418
H 0.004 -0.832 -0.937
H 2.820 -0.048 0.066
H 1.948 -0.469 -1.404
H 1.223 1.952 0.097
H -1.257 1.952 0.199
H 0.116 0.301 2.139
O -1.354 -1.490 0.313
O 1.316 -1.490 0.320

Molecular weight (g mol⁻¹): 112.13
HOMO level (eV): -9.4
Net charge: 0
Gap between HOMO and LUMO (eV): 10.51

The structure with the most favorable energy is a); the runner-up is 134.5 kcal/mol above it.

a) The following is a DFT calculation (ωB97M-V/def2-TZVPD) of a molecular structure, C6H8O2.

Element x y z (Å)
C -1.547 1.262 0.329
C -0.867 0.015 -0.042
C -1.233 -1.074 -0.813
C 0.529 0.033 0.387
C 1.581 -1.066 0.226
C 1.604 0.874 -0.189
H -2.708 1.196 0.282
H -1.119 1.925 -0.517
H -1.318 1.500 1.437
H -2.218 -1.200 -1.165
H -0.655 -2.036 -0.882
H 0.452 0.188 1.541
H 1.840 -1.807 1.009
H 1.525 -1.675 -0.818
O 2.643 -0.125 -0.075
O 1.490 1.990 -0.710

Molecular weight (g mol⁻¹): 112.13
HOMO level (eV): -9.5
Net charge: 0
Gap between HOMO and LUMO (eV): 10.18

b) The following is a DFT calculation (ωB97M-V/def2-TZVPD) of a molecular structure, C6H8O2.

Element x y z (Å)
C -2.003 1.476 0.089
C -1.023 0.403 -0.013
C -0.046 -0.032 0.906
C 1.069 -1.020 0.426
C 0.887 -0.933 -1.033
C -0.339 0.033 -1.242
H -2.325 1.971 1.143
H -1.108 2.305 -0.590
H -2.893 1.219 -0.421
H 0.569 0.717 2.143
H 0.726 -1.963 1.032
H 2.399 -1.389 1.812
H 0.606 -1.880 -1.483
H 1.831 -0.551 -1.320
O 2.360 -0.777 0.888
O -0.712 0.420 -2.336

Molecular weight (g mol⁻¹): 112.13
HOMO level (eV): -9.3
Net charge: 0
Gap between HOMO and LUMO (eV): 9.41

c) The following is a DFT calculation (ωB97M-V/def2-TZVPD) of a single C6H8O2 molecule.

Element x y z (Å)
C -1.989 0.254 -0.048
C -1.058 -0.752 -0.716
C 0.378 -1.065 -0.298
C 0.995 -0.807 1.100
C 1.211 0.098 -0.026
C 1.481 1.470 -0.396
H -0.465 1.441 0.414
H -1.494 -1.741 -0.409
H -0.868 -0.547 -1.839
H 0.770 -2.096 -0.730
H 0.439 -0.330 1.819
H 1.965 -1.317 1.466
H 1.992 2.100 0.373
H 1.342 1.949 -1.433
O -1.575 1.447 0.432
O -3.124 -0.104 0.291

Molecular weight (g mol⁻¹): 112.13
Structure (SMILES): C=C1C[C@H]1CC(=O)O
HOMO level (eV): -10.0
Net charge: 0
Gap between HOMO and LUMO (eV): 10.31

d) The following is a DFT calculation (ωB97M-V/def2-TZVPD) of 2 unconnected molecules or ions with the total composition C6H8O2.

Element x y z (Å)
C 2.456 0.103 -0.180
C 0.214 0.032 0.228
C -0.972 -1.773 -0.263
C -1.941 -0.900 -0.366
C -1.198 0.559 -0.024
C -1.619 1.779 0.006
H 3.030 0.393 -1.081
H 2.763 -0.946 0.365
H 2.646 1.208 0.752
H 0.608 0.263 1.278
H -1.028 -2.813 -0.300
H -2.877 -0.958 -0.510
H -0.805 2.194 0.671
H -2.598 2.113 -0.280
O 1.098 0.263 -0.713
O 0.224 -1.517 0.416

Molecular weight (g mol⁻¹): 112.13
HOMO level (eV): -8.7
Net charge: 0
Gap between HOMO and LUMO (eV): 9.64

The structure with the most favorable energy is a); the runner-up is 21.9 kcal/mol above it.